Run i
The ion C2H8N3O2 with charge +1, computed with the ωB97M-V functional and the def2-TZVPD basis.

Each atom is followed by the atoms it is bonded to, with distances in Å.
Positions of all 15 atoms, in Å:
1 C -1.37 0.60 -0.33  C2 1.581, H8 1.089, H9 1.088, H10 1.166
2 C 0.01 0.31 -1.06  C1 1.581, N3 1.500, H11 1.125, H12 1.102
3 N 1.17 -0.26 -0.30  C2 1.500, N4 1.305, H13 1.083
4 N 1.17 -0.26 1.00  N3 1.305, O5 1.567, N6 1.247
5 O 1.52 -1.61 1.71  N4 1.567, H14 0.990
6 N 1.10 0.74 1.75  N4 1.247, O7 1.240, H15 1.103
7 O 1.39 0.73 2.96  N6 1.240
8 H -2.17 0.26 -0.98  C1 1.089
9 H -1.30 0.04 0.60  C1 1.088
10 H -1.44 1.72 -0.03  C1 1.166
11 H -0.20 -0.33 -1.96  C2 1.125
12 H 0.49 1.20 -1.49  C2 1.102
13 H 1.38 -1.26 -0.66  N3 1.083
14 H 1.97 -1.34 2.56  O5 0.990
15 H 0.82 1.67 1.22  N6 1.103

Values from the calculation:
M (g/mol): 106.10
Net charge: +1
Highest occupied orbital energy (spin up / spin down) (eV): -14.70 / -14.70
SMILES string: CCNN(O)[NH+]=O
Orbital gap (spin up / spin down) (eV): 9.04 / 9.04

***

Run ii
A cluster of 2 separate species, C2H8N3O2 in total, computed with the ωB97M-V functional and the def2-TZVPD basis.

Each atom is followed by the atoms it is bonded to, with distances in Å.
Positions of all 15 atoms, in Å:
1 C 1.51 -0.80 0.23  N3 1.294, N4 1.317, H13 1.045
2 C -2.24 -0.20 0.46  N5 1.314, O7 1.285, H8 1.119
3 N 0.41 -0.11 0.25  C1 1.294, O6 1.423
4 N 2.82 -0.66 0.15  C1 1.317, H9 0.969, H11 0.937
5 N -2.24 1.03 0.00  C2 1.314, H12 1.048, H14 0.972
6 O 0.41 1.25 -0.17  N3 1.423, H10 0.949
7 O -2.65 -1.26 -0.14  C2 1.285, H15 1.038
8 H -2.29 -0.42 1.55  C2 1.119
9 H 3.28 0.18 0.24  N4 0.969
10 H 0.90 1.35 -0.97  O6 0.949
11 H 3.38 -1.41 0.19  N4 0.937
12 H -2.09 1.83 0.66  N5 1.048
13 H 1.25 -1.77 0.49  C1 1.045
14 H -2.22 1.30 -0.93  N5 0.972
15 H -3.02 -1.33 -1.11  O7 1.038

Values from the calculation:
M (g/mol): 106.10
Net charge: +1
Highest occupied orbital energy (eV): -12.66
Orbital gap (eV): 9.16

***

It is run i that is the least stable of them.